A 3-piece molecular cluster, C13H22N2O8 overall. Source: the OMol25 dataset; level of theory: ωB97M-V/def2-TZVPD.

The calculation puts the strongest force on any atom at 0.738 eV/A. Its gap between HOMO and LUMO is 9.824 eV. The value obtained for the HOMO energy is -9.27 eV. The total energy comes out at -33198.2545 eV. The SMILES is CC(=O)OC(=O)C[C@@H]1COC(=O)O1.CN(C)C=O.CN(C)C=O.

```
! RIJCOSX wB97M-V def2-TZVPD def2/J DEFGRID3
* xyz 0 1
C -2.1056 -4.9674 0.0116
C -2.4236 -3.5084 -0.0436
O -3.5125 -3.0037 -0.0333
O -1.2647 -2.7329 -0.0689
C -1.3085 -1.6162 0.7582
O -0.9516 -1.7318 1.8885
C -1.7519 -0.3406 0.1029
C -0.5861 0.4051 -0.5237
C -0.6554 1.9144 -0.5458
O 0.3294 2.1987 -1.5554
C 0.3418 1.1406 -2.4091
O 1.0392 1.0600 -3.3713
O -0.5463 0.1985 -1.9823
H -2.9969 -5.5333 -0.2572
H -1.7828 -5.2066 1.0299
H -1.2883 -5.1889 -0.6778
H -2.2733 0.2777 0.8363
H -2.4587 -0.5807 -0.6941
H 0.4015 0.0640 -0.1933
H -0.4609 2.4236 0.3929
H -1.6251 2.1756 -0.9817
C 2.3988 -3.3548 3.9593
N 1.3473 -4.3253 4.1768
C 1.4393 -5.2403 5.3012
C 0.2745 -4.4059 3.3658
O -0.6374 -5.2007 3.5117
H 3.3569 -3.8532 3.7964
H 2.4928 -2.6887 4.8196
H 2.1632 -2.7563 3.0816
H 1.4421 -6.2733 4.9524
H 0.5853 -5.1132 5.9668
H 2.3571 -5.0415 5.8492
H 0.2900 -3.6774 2.5434
C 1.4695 5.5871 -4.5590
N 0.6501 6.1061 -3.4828
C 0.3397 7.5242 -3.4385
C 0.1633 5.3081 -2.5134
O -0.5297 5.6924 -1.5877
H 2.4538 6.0599 -4.5555
H 0.9964 5.7712 -5.5258
H 1.5987 4.5137 -4.4337
H 0.7095 7.9667 -2.5131
H -0.7388 7.6797 -3.4770
H 0.8065 8.0185 -4.2870
H 0.4514 4.2552 -2.6333
*
```

---

C13H22N7O3Pd as an isolated structure. Source: the OMol25 dataset; level of theory: ωB97M-V/def2-TZVPD.

The calculation puts the strongest force on any atom at 0.511 eV/A. For the energy relative to the best compared isomer or geometry (same formula, charge and spin), the calculation gives 10.9 kcal per mole. Its gap between HOMO and LUMO is 8.267 eV. The value obtained for the HOMO energy is -11.20 eV. The total energy comes out at -33886.8197 eV.

```
! RIJCOSX wB97M-V def2-TZVPD def2/J DEFGRID3
* xyz 1 1
Pd -1.1781 -0.2210 -0.4008
C -2.3199 -5.5190 0.8390
N -2.1252 -4.3843 -0.0637
C -2.3819 -4.4775 -1.3922
C -2.2266 -3.4479 -2.2602
C -1.7734 -2.2331 -1.6914
O -1.5752 -1.1144 -2.2722
N -1.4999 -2.1738 -0.3688
C -1.6751 -3.1930 0.5209
O -1.4513 -3.1132 1.7099
H -2.6466 -6.3749 0.2555
H -3.0696 -5.2728 1.5873
H -1.3873 -5.7511 1.3474
H -2.7300 -5.4463 -1.7244
H -2.4448 -3.5400 -3.3110
N -0.9141 -0.0019 2.6524
C -0.9899 -0.0250 1.5066
H -0.8984 -0.0652 3.6507
N 2.0936 -1.9165 -0.2523
C 2.4227 -0.6264 -0.5325
N 3.7286 -0.3862 -0.8076
O 1.5835 0.2744 -0.5281
H 2.7530 -2.6707 -0.2978
H 1.1283 -2.1251 -0.0708
H 4.4319 -1.1010 -0.8050
H 3.9974 0.5590 -1.0088
C -2.5519 2.1407 -1.1483
C -2.6681 3.6315 -1.5583
N -1.3539 4.2613 -1.5699
C -0.4858 3.5405 -2.4950
C -0.2994 2.0740 -2.0360
N -1.1269 1.8260 -0.8191
C -0.6707 2.7391 0.2596
C -0.7752 4.2053 -0.2332
H -2.8550 1.4686 -1.9517
H -3.1528 1.9167 -0.2664
H -3.3100 4.1734 -0.8636
H -3.1062 3.7218 -2.5521
H 0.4760 4.0514 -2.5374
H -0.9271 3.5851 -3.4906
H 0.7286 1.8383 -1.7729
H -0.6236 1.3593 -2.7935
H 0.3509 2.4545 0.5104
H -1.3050 2.5700 1.1289
H 0.2085 4.6735 -0.2632
H -1.3991 4.7905 0.4424
*
```